A single C7H6ClNO3 molecule at a distorted geometry. Source: OMol25; level of theory: wB97M-V/def2-TZVPD.

The value obtained for the energy above the lowest of the compared OMol25 structures with the same formula, charge and spin is 99.91 kcal/mol. For the total energy, the calculation gives -27503.272 eV. For the HOMO energy (spin up / spin down), the calculation gives -9.68 / -9.70 eV. As for the HOMO-LUMO gap (spin up / spin down): 7.669 / 8.214 eV.

Cartesian coordinates (Å):
Cl 1.40643 2.57677 -1.55802
O 0.83665 0.09417 -2.51757
O 0.14602 2.70629 0.62806
O -1.24138 -0.35275 -2.52670
N -0.25737 0.13131 -2.03198
C -0.01615 -1.59133 1.27983
C -0.40641 0.78592 -0.63998
C -1.15157 -0.85496 1.09897
C 1.35430 -1.20875 0.92444
C 1.72383 -0.27549 0.14426
C 0.33832 1.99945 -0.34086
C -1.43673 0.40088 0.35414
H -2.37649 0.29936 -0.14730
H -0.16249 -2.57441 1.86407
H -2.16328 -1.44473 1.27715
H 2.14263 -1.96511 1.29054
H 2.64164 0.08567 -0.22482
H -1.37793 1.18771 1.12577

Force components x, y, z for each atom (eV/Å):
Cl 0.89 0.75 -0.62
O 0.58 -0.17 -0.42
O 0.15 -1.08 -0.49
O -1.05 -0.02 0.13
N -0.14 0.30 1.64
C -2.22 -0.24 1.32
C 3.18 -1.38 0.22
C -1.18 -3.76 -0.41
C 0.06 -2.96 1.46
C -1.63 1.49 -0.90
C -0.78 1.37 0.51
C 1.25 0.16 0.17
H -0.79 0.22 -0.02
H 0.45 1.71 -1.15
H 2.30 1.27 0.26
H -0.89 1.36 -0.49
H 0.50 0.82 -0.67
H -0.65 0.14 -0.55